C56H101N3O10S2 | wB97M-V/def2-TZVPD

* charge: 0
* LUMO: -0.76 eV
* energy: -3907.1144 hartree
* structure (SMILES): O=[N+]([O-])c1ccccc1.O=[N+]([O-])c1ccccc1.O=[N+]([O-])c1ccccc1.O=S1(=O)CCCC1.O=S1(=O)CCCC1.CCCCCC.CCCCCC.CCCCCC.CCCCCC.CCCCCC
* HOMO level: -0.362 hartree
* gap between HOMO and LUMO: 9.1 eV

```
172
C56H101N3O10S2 wB97M-V/def2-TZVPD
O -2.788 0.050 -1.700
N -2.880 -1.167 -1.782
O -3.706 -1.836 -1.194
C -1.964 -1.853 -2.733
C -1.962 -3.237 -2.776
C -1.178 -3.891 -3.722
C -0.340 -3.138 -4.525
C -0.394 -1.743 -4.510
C -1.186 -1.094 -3.586
H -2.567 -3.809 -2.086
H -1.160 -4.958 -3.895
H 0.307 -3.606 -5.257
H 0.169 -1.142 -5.212
H -1.214 -0.013 -3.556
O -0.965 -5.657 -0.928
N 0.158 -6.085 -1.138
O 0.455 -7.268 -1.050
C 1.217 -5.161 -1.500
C 2.418 -5.667 -2.000
C 3.443 -4.788 -2.280
C 3.221 -3.416 -2.126
C 2.013 -2.925 -1.673
C 0.981 -3.797 -1.346
H 2.555 -6.715 -2.223
H 4.424 -5.040 -2.657
H 4.077 -2.771 -2.284
H 1.818 -1.874 -1.510
H 0.085 -3.431 -0.871
O -3.381 -1.888 6.476
N -3.385 -2.987 5.970
O -3.395 -4.014 6.620
C -3.387 -3.145 4.513
C -3.431 -4.410 3.952
C -3.342 -4.505 2.581
C -3.209 -3.372 1.771
C -3.105 -2.130 2.376
C -3.191 -2.008 3.755
H -3.487 -5.287 4.577
H -3.271 -5.472 2.099
H -3.298 -3.372 0.693
H -3.006 -1.235 1.780
H -3.134 -0.988 4.119
O 0.954 -0.711 1.664
S 0.013 -0.491 0.570
O -0.591 -1.637 -0.081
C -1.296 0.667 1.095
C -0.907 2.032 0.515
C -0.179 1.815 -0.834
C 0.780 0.619 -0.622
H -1.435 0.608 2.174
H -2.274 0.432 0.670
H -1.817 2.616 0.395
H -0.327 2.545 1.286
H 0.393 2.681 -1.165
H -0.868 1.607 -1.651
H 1.692 0.980 -0.146
H 1.040 -0.005 -1.475
O -2.061 1.457 4.341
S -0.866 1.352 5.175
O -0.034 2.518 5.347
C -1.178 0.731 6.791
C 0.072 -0.071 7.147
C 0.484 -0.823 5.844
C 0.128 -0.029 4.566
H -2.013 0.026 6.726
H -1.493 1.534 7.452
H 0.933 0.533 7.433
H -0.148 -0.826 7.896
H 0.000 -1.794 5.961
H 1.556 -1.009 5.786
H -0.487 -0.634 3.902
H 0.967 0.326 3.975
C -3.921 3.747 -1.443
C -3.690 4.943 -2.377
C -2.310 4.843 -3.013
C -1.992 6.014 -3.921
C -0.609 5.989 -4.619
C -0.516 4.883 -5.689
H -4.969 3.691 -1.152
H -3.277 3.832 -0.563
H -3.635 2.794 -1.893
H -4.475 4.822 -3.130
H -3.811 5.918 -1.909
H -2.090 3.894 -3.511
H -1.554 4.846 -2.212
H -2.789 6.092 -4.668
H -2.002 6.980 -3.404
H -0.678 6.906 -5.216
H 0.259 6.119 -3.976
H -0.592 3.861 -5.317
H -1.279 5.080 -6.440
H 0.456 4.955 -6.183
C -9.697 -2.395 0.831
C -8.575 -2.660 1.847
C -7.208 -2.066 1.520
C -7.306 -0.604 1.071
C -5.920 0.038 0.961
C -5.903 1.526 0.674
H -9.387 -2.754 -0.153
H -9.946 -1.338 0.797
H -10.562 -2.983 1.139
H -8.994 -2.384 2.823
H -8.468 -3.739 2.016
H -6.736 -2.634 0.714
H -6.583 -2.132 2.413
H -7.755 -0.457 0.085
H -7.918 -0.075 1.808
H -5.392 -0.118 1.909
H -5.319 -0.470 0.204
H -6.421 1.818 -0.245
H -6.271 2.159 1.485
H -4.892 1.908 0.498
C 6.373 5.465 -1.473
C 5.966 4.274 -0.599
C 4.462 4.390 -0.221
C 4.098 3.183 0.650
C 2.827 3.393 1.486
C 2.792 2.426 2.641
H 6.700 6.363 -0.951
H 5.572 5.765 -2.158
H 7.143 5.230 -2.219
H 6.126 3.331 -1.126
H 6.603 4.230 0.285
H 3.896 4.402 -1.153
H 4.314 5.341 0.291
H 3.936 2.323 -0.016
H 4.912 2.802 1.271
H 2.786 4.447 1.762
H 1.959 3.172 0.856
H 2.782 1.383 2.296
H 3.697 2.351 3.260
H 2.015 2.546 3.401
C 2.539 2.556 -4.040
C 3.929 2.577 -4.653
C 4.406 1.196 -5.119
C 4.972 0.298 -3.988
C 6.307 0.828 -3.460
C 6.973 -0.042 -2.389
H 1.844 2.172 -4.790
H 2.178 3.506 -3.650
H 2.521 1.855 -3.198
H 3.913 3.237 -5.527
H 4.716 3.005 -4.028
H 5.275 1.313 -5.769
H 3.568 0.694 -5.607
H 4.244 0.188 -3.177
H 5.059 -0.714 -4.394
H 7.069 1.001 -4.222
H 6.085 1.812 -3.042
H 7.360 -0.990 -2.776
H 7.858 0.472 -2.009
H 6.333 -0.353 -1.561
C 5.523 -1.797 1.858
C 4.014 -1.935 1.839
C 3.617 -3.396 1.543
C 2.138 -3.742 1.737
C 1.614 -3.371 3.147
C 0.084 -3.459 3.200
H 5.774 -0.759 2.112
H 6.063 -1.951 0.922
H 5.933 -2.416 2.658
H 3.670 -1.594 2.814
H 3.557 -1.292 1.081
H 4.161 -4.008 2.276
H 3.997 -3.756 0.585
H 1.546 -3.273 0.953
H 1.958 -4.820 1.704
H 2.020 -4.056 3.894
H 1.844 -2.355 3.471
H -0.252 -3.359 4.236
H -0.403 -2.713 2.572
H -0.293 -4.427 2.855
```